This record from the Open Molecules 2025 dataset describes C43H42B2F2N10ReSi as an isolated structure at a distorted geometry. The level of theory is ωB97M-V/def2-TZVPD.

Element x y z (Å)
H (-0.297, 3.111, -3.267)
H (1.359, 0.785, -2.136)
C (4.506, -0.731, 1.390)
C (-3.455, -1.483, 0.462)
H (-1.595, 3.901, -0.849)
N (1.512, -0.641, 1.987)
C (-5.384, -0.470, 1.486)
C (1.670, 5.920, 0.866)
C (-4.964, 3.833, -1.247)
H (6.009, -4.033, -2.386)
H (0.968, -0.013, -3.645)
C (3.997, -1.574, 0.266)
H (-0.667, 2.184, -4.727)
H (-2.714, 0.018, -4.398)
N (0.954, 0.595, 2.136)
C (3.148, -4.351, -4.947)
N (3.908, 4.737, -1.594)
C (-2.594, 3.514, -0.998)
H (2.005, -3.146, -3.582)
H (1.464, -3.312, 3.500)
C (-0.254, 4.542, 5.164)
C (-3.690, 4.357, -1.073)
C (0.902, 0.817, 3.466)
H (2.758, -2.915, 2.359)
H (1.173, -4.514, 1.168)
H (1.495, -0.410, 5.214)
H (-5.816, 0.097, 2.299)
N (1.453, 6.845, 1.518)
N (0.479, 2.723, 0.290)
H (-6.245, -2.021, -1.397)
C (-5.143, 2.462, -1.339)
H (4.525, -5.517, -6.112)
B (1.458, -1.125, 0.550)
C (3.980, -3.505, -2.846)
H (1.407, -4.265, -0.565)
H (-2.275, -4.071, 0.177)
H (1.252, -0.047, -0.035)
H (2.992, -2.671, 4.093)
C (-0.249, -3.201, 0.274)
C (1.147, 3.674, 0.188)
N (-0.949, -1.105, 0.566)
C (0.562, 4.521, 4.043)
C (4.372, -4.956, -5.200)
C (1.733, -1.218, 3.171)
H (-0.657, 1.211, 5.615)
C (4.723, -2.203, -0.716)
H (-5.818, 4.496, -1.305)
C (0.659, -4.383, 0.213)
C (-2.232, -0.408, -3.516)
C (0.495, 2.109, 4.044)
F (-2.074, 1.097, 3.043)
H (4.421, -1.220, 2.362)
C (-1.635, -3.210, 0.269)
H (-3.019, -0.729, -2.835)
H (-1.313, 3.368, 6.617)
C (0.647, 0.101, -2.602)
Re (-0.497, 0.974, 0.385)
N (2.677, -1.776, -0.033)
H (0.908, 5.446, 3.602)
C (-1.000, 2.401, -3.709)
N (0.139, -1.929, 0.407)
C (0.940, 3.306, 3.490)
H (-7.242, -0.683, 0.434)
C (2.953, -3.629, -3.781)
N (2.545, -2.465, -1.190)
N (-1.623, 1.268, -1.064)
H (2.344, -4.438, -5.667)
F (-2.248, 2.985, 1.848)
H (-6.136, 2.049, -1.463)
C (-2.782, 2.140, -1.093)
H (-0.554, 5.489, 5.594)
C (-6.184, -0.911, 0.442)
H (-1.671, -1.292, -3.827)
H (0.064, -5.274, 0.023)
H (0.733, -0.882, -2.141)
C (5.400, -4.834, -4.276)
H (-3.826, -2.533, -1.369)
H (5.560, -0.521, 1.216)
C (-4.052, 1.607, -1.265)
C (-0.303, 2.140, 5.187)
C (2.268, -2.607, 3.282)
H (5.797, -2.221, -0.796)
C (-4.028, -0.765, 1.505)
Si (-1.069, 0.825, -2.727)
C (3.768, -2.741, -1.605)
H (3.977, 0.220, 1.448)
H (6.357, -5.303, -4.464)
B (-1.735, 1.754, 1.923)
C (-5.626, -1.660, -0.585)
C (1.375, -0.304, 4.149)
H (-3.421, -0.463, 2.344)
C (1.945, 4.777, 0.067)
C (-4.269, -1.947, -0.573)
H (-3.550, 5.427, -0.990)
H (-4.174, 0.536, -1.317)
H (-1.979, 2.880, -3.766)
C (5.204, -4.114, -3.107)
C (-0.679, 3.352, 5.741)
C (-2.039, -1.893, 0.453)
C (3.028, 4.755, -0.851)
H (1.607, 3.278, 2.640)

Output
- energy above the lowest of the compared OMol25 structures with the same formula, charge and spin (kcal/mol) = 3.0
- ⟨S²⟩ = 0.7575
- multiplicity = 2
- HOMO-LUMO gap (alpha / beta) (eV) = 7.0201 / 7.2792
- lowest unoccupied orbital energy (alpha / beta) (eV) = -1.20 / -1.03
- electronic energy (eV) = -76976.0202